# CH9NO3

A cluster of 4 separate species, CH9NO3 in total (ωB97M-V with the def2-TZVPD basis set, OMol25).

- energy relative to the best compared isomer or geometry (same formula, charge and spin) (kcal/mol) = 13.9
- SMILES = C=N.O.O.O
- max |F| (eV/Å) = 0.90
- highest occupied orbital energy (eV) = -10.79

ORCA input file:
```
! RIJCOSX wB97M-V def2-TZVPD def2/J DEFGRID3
* xyz 0 1
C -0.40230 -0.60455 -2.36661
N -0.04728 0.60283 -2.44009
H -1.38711 -0.82848 -1.97657
H 0.23577 -1.45016 -2.62776
H 0.86434 0.68150 -2.88924
O -0.52360 1.56742 0.41931
H -0.26825 1.31513 -0.48165
H -1.40596 1.94490 0.39386
O 0.88513 -1.87823 1.00395
H 0.33639 -1.19155 1.43025
H 0.68862 -2.62282 1.58598
O 0.29441 0.44749 2.85073
H 0.84372 1.21254 3.06248
H -0.11388 0.80396 2.03537
*
```

---

# CH9O6

A cluster of 5 separate species, CH9O6 in total (ωB97M-V with the def2-TZVPD basis set, OMol25).

- energy relative to the best compared isomer or geometry (same formula, charge and spin) (kcal/mol) = 21.5
- max |F| (eV/Å) = 0.80
- highest occupied orbital energy (eV) = -5.14

ORCA input file:
```
! RIJCOSX wB97M-V def2-TZVPD def2/J DEFGRID3
* xyz -1 1
O -1.53708 -1.18779 0.80152
C -0.41465 -0.64947 0.62635
O -0.03231 0.49650 0.90985
H 0.29826 -1.31231 0.05877
H -4.01765 0.72306 0.88419
H -3.10667 -0.06319 -0.01606
O -4.03460 0.18195 0.08837
H -3.24924 -3.19248 0.88136
H -2.03767 -3.26563 1.73955
O -2.63438 -3.83839 1.24542
H 5.49855 2.18482 -3.03099
H 3.99443 2.12307 -3.21157
O 4.81618 2.17817 -3.71173
H 2.59835 1.50619 0.40039
H 1.54711 1.86841 1.39550
O 2.31137 2.24710 0.93910
*
```